# 1
One molecule with the formula C8H13N3O6, computed with wB97M-V/def2-TZVPD.

Values from the calculation:
ΔE to the lowest compared entry with this formula, charge and spin = 152.1 kcal/mol
SMILES = NC(=O)C[C@H](N)C(=O)N[C@@H](CC(=O)O)C(=O)O
calculated total energy = -25257.9012 eV
multiplicity = 1

Positions of all 30 atoms, in Å:
N  2.41  -2.17  2.51
C  1.69  -2.10  1.34
O  0.50  -2.94  1.06
C  2.24  -1.40  0.20
C  1.31  -1.64  -1.05
N  1.93  -1.96  -2.42
C  0.39  -0.39  -1.08
O  0.32  0.44  -2.03
N  -0.38  -0.20  0.08
C  -1.35  0.85  0.08
C  -0.88  2.08  0.68
C  -1.81  3.15  1.10
O  -1.47  4.29  1.41
O  -3.09  2.65  1.15
C  -2.06  1.37  -1.22
O  -2.18  2.57  -1.31
O  -2.42  0.34  -1.89
H  1.86  -2.75  3.26
H  3.39  -1.57  2.76
H  3.29  -1.85  0.09
H  2.05  -0.21  0.31
H  0.52  -2.42  -0.71
H  1.13  -2.72  -2.89
H  2.01  -1.00  -3.09
H  -0.68  -0.96  0.80
H  -2.14  0.38  0.65
H  -0.43  1.78  1.70
H  -0.04  2.32  0.07
H  -3.53  3.53  1.44
H  -2.59  0.51  -3.01


# 2
One molecule with the formula C8H13N3OS, computed with wB97M-V/def2-TZVPD.

Values from the calculation:
ΔE to the lowest compared entry with this formula, charge and spin = 89.2 kcal/mol
SMILES = Cc1cc(O)cc(C)c1S(=N)(=N)N
calculated total energy = -25855.7864 eV
multiplicity = 1

Positions of all 26 atoms, in Å:
C  -2.69  -0.13  -0.18
C  -1.21  -0.72  -0.39
C  -1.07  -2.02  -0.82
C  0.21  -2.56  -0.87
O  0.32  -3.92  -1.09
C  1.35  -1.73  -0.74
C  1.24  -0.41  -0.35
C  2.47  0.42  -0.26
C  -0.07  0.10  -0.11
S  -0.22  1.71  0.94
N  1.10  2.02  1.68
N  -1.58  1.74  1.64
N  -0.22  2.82  -0.33
H  -2.68  0.25  0.83
H  -2.86  0.78  -0.65
H  -3.39  -0.97  -0.48
H  -1.98  -2.72  -1.04
H  1.20  -4.22  -0.85
H  2.31  -2.15  -0.96
H  3.30  -0.34  0.06
H  2.57  0.97  -1.17
H  2.47  1.05  0.51
H  0.98  1.89  2.66
H  -1.65  1.52  2.61
H  -0.71  3.66  -0.10
H  0.80  2.96  -0.52


# 3
An isolated ion of composition C8H13N4 and charge +1, computed with wB97M-V/def2-TZVPD.

Values from the calculation:
ΔE to the lowest compared entry with this formula, charge and spin = 81.5 kcal/mol
SMILES = CC1=C[N+](N)=C2NCN=C2[C@H]1C
calculated total energy = -14457.8233 eV
multiplicity = 1
charge = +1

Positions of all 25 atoms, in Å:
C  -2.89  0.50  -0.13
C  -1.38  0.34  -0.07
C  -0.69  1.44  0.02
N  0.69  1.57  -0.05
N  1.26  2.90  0.15
C  1.45  0.49  -0.05
N  2.68  0.29  0.23
C  2.97  -1.22  -0.07
N  1.69  -1.92  -0.01
C  0.72  -1.15  -0.11
C  -0.74  -1.05  -0.34
C  -1.52  -2.08  0.50
H  -3.33  0.78  0.81
H  -3.34  -0.51  -0.26
H  -3.18  1.14  -0.93
H  -1.19  2.38  0.03
H  0.54  3.52  0.33
H  1.72  3.14  -0.73
H  3.52  0.87  0.30
H  3.67  -1.58  0.68
H  3.45  -1.08  -1.09
H  -0.87  -1.45  -1.28
H  -1.17  -3.18  0.30
H  -2.56  -2.17  0.19
H  -1.51  -1.96  1.57


# 4
A 2-piece molecular cluster, C8H13N4O3 overall, computed with wB97M-V/def2-TZVPD.

Values from the calculation:
ΔE to the lowest compared entry with this formula, charge and spin = 93.5 kcal/mol
calculated total energy = -20599.1658 eV
multiplicity = 1
charge = +1

Positions of all 28 atoms, in Å:
C  3.37  0.37  -0.26
C  2.69  1.22  0.50
C  2.66  -0.82  -0.66
C  1.36  0.83  1.17
C  1.44  -1.16  -0.34
C  0.70  -0.29  0.50
C  -1.93  1.52  -0.11
C  -1.28  -1.62  0.45
N  -1.39  1.71  -1.15
N  -2.57  1.22  0.96
N  -0.59  -0.36  0.64
N  -1.08  2.05  -2.35
O  -0.75  -2.73  1.04
O  -1.40  -1.90  -0.95
O  -2.58  -1.46  0.98
H  4.33  0.69  -0.69
H  3.03  2.25  0.80
H  3.26  -1.42  -1.36
H  1.70  0.37  2.09
H  0.94  -2.07  -0.74
H  -2.75  0.22  1.01
H  -2.60  1.84  1.80
H  0.68  1.60  1.45
H  -0.08  2.22  -2.46
H  -1.75  2.72  -2.94
H  -0.02  -3.05  0.42
H  -2.40  -1.69  -1.18
H  -2.98  -2.24  1.41


# 5
C8H13NNaO6 as an isolated structure, computed with wB97M-V/def2-TZVPD.

Values from the calculation:
calculated total energy = -26685.3148 eV
multiplicity = 1
charge = +1

Positions of all 29 atoms, in Å:
C  2.93  -0.99  0.81
N  2.89  0.50  0.52
C  3.45  0.85  -0.84
C  1.52  1.10  0.76
O  1.37  1.93  1.83
C  0.17  0.81  -0.15
O  0.39  -0.08  -1.30
C  -0.61  -1.20  -1.31
O  -0.12  -2.43  -1.13
O  -2.01  -0.83  -1.58
C  -2.97  -1.57  -0.75
C  -3.72  -0.69  0.41
C  -3.45  0.93  0.34
O  -3.79  1.70  -0.71
O  -2.83  1.54  1.56
H  3.69  -1.13  1.72
H  3.30  -1.65  -0.08
H  1.88  -1.36  1.23
H  4.20  1.77  -0.72
H  4.13  -0.03  -1.28
H  2.63  1.22  -1.61
H  -0.67  0.45  0.59
H  -0.17  1.87  -0.58
H  -2.56  -2.54  -0.24
H  -3.83  -1.94  -1.50
H  -4.89  -0.91  0.31
H  -3.42  -1.16  1.46
H  -3.21  2.45  1.73
Na  5.71  1.36  0.49


Question: multiplicity of number 2 (C8H13N3OS)?
Answer: 1


Question: Look up the calculated total energy of the third one.
Answer: -14457.8233 eV